1.
An isolated ion of composition C9H11N2S and charge +1 at a distorted geometry, computed with ωB97M-V with the def2-TZVPD basis set.

XYZ file:
```
23
Properties=species:S:1:pos:R:3:forces:R:3:nbo_charge:R:1
C 3.432 -0.130 -0.721 3.9 0.6 2.0 -0.180
C 3.327 0.563 0.498 -1.2 0.5 -1.3 -0.166
C 2.291 -0.500 -1.334 -2.3 -0.5 -2.0 -0.210
C 2.066 0.901 0.982 1.7 -0.4 2.2 -0.196
C 1.020 -0.267 -0.814 -1.2 -1.3 -0.1 -0.197
C 0.967 0.349 0.436 -2.1 0.7 -1.5 -0.138
C -1.553 -0.535 0.997 2.4 4.9 -2.3 -0.220
C -0.334 0.826 0.955 -3.0 -1.9 2.5 -0.370
C -3.505 -0.922 -0.644 0.3 -1.4 -0.6 -0.431
N -2.311 1.015 -0.566 -1.9 0.6 -1.6 -0.242
N -2.480 -0.102 -0.068 1.2 0.1 1.4 -0.049
S -1.161 1.999 -0.171 1.0 0.0 0.7 0.755
H 4.565 -0.330 -1.005 -2.9 0.3 -0.2 0.255
H 4.166 1.055 0.893 1.1 0.1 0.7 0.228
H 2.223 -0.850 -2.343 0.7 -0.7 -0.4 0.231
H 1.889 1.401 1.951 0.7 0.1 -0.7 0.222
H 0.047 -0.705 -1.357 2.4 1.2 1.1 0.210
H -0.995 -1.356 0.685 0.5 -1.8 0.1 0.245
H -1.988 -0.416 1.924 -1.0 -0.6 1.9 0.240
H -0.402 1.278 2.033 0.7 -0.9 -2.1 0.272
H -3.055 -1.272 -1.617 -1.1 -0.2 1.0 0.246
H -4.354 -0.310 -0.772 -0.9 0.8 -0.7 0.250
H -3.853 -1.690 0.059 0.7 -0.1 -0.4 0.245
```
Forces are in eV/Å.

Results
spin multiplicity	1
Kohn-Sham gap	0.296	Ha
charge	+1
energy relative to the best compared isomer or geometry (same formula, charge and spin)	68.0	kcal/mol
LUMO	-4.81	eV
HOMO energy	-12.86	eV

---

2.
An isolated molecule of C5H8N2, computed with ωB97M-V with the def2-TZVPD basis set.

XYZ file:
```
15
Properties=species:S:1:pos:R:3:forces:R:3:nbo_charge:R:1
C 2.017 0.137 0.406 0.3 0.3 -0.1 -0.405
N 1.026 0.029 -0.716 0.1 -0.3 0.4 -0.400
C 0.475 -1.228 -0.447 -0.2 -0.3 0.1 0.004
C -0.786 -1.122 0.011 0.0 -0.2 -0.2 -0.333
C -1.140 0.281 -0.088 0.2 0.0 -0.2 0.115
N -2.383 0.777 0.309 -0.2 0.0 -0.1 -0.804
C -0.056 0.943 -0.574 -0.1 0.0 0.3 -0.155
H 2.530 -0.815 0.586 0.0 0.3 -0.4 0.200
H 2.764 0.896 0.193 0.0 0.2 0.1 0.200
H 1.464 0.364 1.330 0.2 0.1 -0.2 0.195
H 1.134 -2.081 -0.541 -0.2 0.0 0.2 0.206
H -1.396 -1.928 0.395 -0.1 0.1 -0.2 0.221
H -3.112 0.078 0.300 0.0 0.1 -0.1 0.372
H -2.678 1.605 -0.187 0.0 0.0 0.1 0.377
H 0.054 1.994 -0.825 0.1 -0.3 0.2 0.207
```
Forces are in eV/Å.

Results
spin multiplicity	1
Kohn-Sham gap	0.327	Ha
energy relative to the best compared isomer or geometry (same formula, charge and spin)	31.9	kcal/mol
LUMO	1.15	eV
HOMO energy	-7.76	eV

---

3.
C2H6N4O2 as an isolated structure at a distorted geometry, computed with ωB97M-V with the def2-TZVPD basis set.

XYZ file:
```
14
Properties=species:S:1:pos:R:3:forces:R:3:nbo_charge:R:1
C 0.829 -0.991 -0.753 -0.8 0.7 -1.5 0.236
C -0.851 0.953 -0.408 -4.2 -2.7 -2.1 0.724
H 0.416 -1.316 1.895 2.9 2.9 -1.0 0.383
H 2.016 -0.216 2.397 -3.8 -0.9 -3.7 0.422
H 0.877 -1.559 -1.900 0.6 1.6 3.7 0.257
H -1.193 0.300 -2.386 -1.5 -4.1 2.0 0.492
H -0.731 2.333 0.754 0.8 -3.5 1.8 0.406
H -0.165 0.374 1.610 0.8 2.5 -2.5 0.486
N 1.053 -0.344 1.535 3.0 -5.6 3.5 -0.759
N 1.726 -0.898 0.179 -1.8 0.1 0.9 -0.305
N -0.470 -0.414 -0.697 -0.7 -1.7 -2.4 -0.262
N -0.463 1.205 0.799 -2.4 7.2 0.0 -0.836
O -1.251 -0.919 -1.827 1.9 5.1 -1.0 -0.574
O -1.793 1.490 -1.198 5.2 -1.6 2.2 -0.670
```
Forces are in eV/Å.

Results
spin multiplicity	1
Kohn-Sham gap	0.335	Ha
energy relative to the best compared isomer or geometry (same formula, charge and spin)	210.0	kcal/mol
LUMO	0.02	eV
HOMO energy	-9.09	eV

---

4.
A 2-piece molecular cluster, C2H7S2 overall, computed with ωB97M-V with the def2-TZVPD basis set.

XYZ file:
```
11
Properties=species:S:1:pos:R:3:forces:R:3:nbo_charge:R:1
S -2.613 1.513 0.464 0.0 -0.1 0.0 -0.937
H -2.904 0.569 -0.447 -0.1 0.0 0.0 0.090
C 0.938 -0.801 0.753 0.2 -0.3 0.5 -0.617
C 0.597 -0.311 -0.633 0.2 0.3 -0.1 -0.511
S 0.666 1.504 -0.793 -0.2 -0.1 -0.1 -0.233
H 1.956 -0.530 1.047 0.0 0.2 -0.1 0.190
H 0.253 -0.390 1.501 0.0 0.0 -0.2 0.232
H 0.905 -1.897 0.801 -0.2 0.0 0.0 0.182
H -0.403 -0.622 -0.915 -0.2 0.0 0.0 0.217
H 1.292 -0.715 -1.365 0.1 -0.1 -0.1 0.189
H -0.686 1.680 -0.414 0.3 0.0 0.1 0.198
```
Forces are in eV/Å.

Results
spin multiplicity	1
Kohn-Sham gap	0.248	Ha
charge	-1
energy relative to the best compared isomer or geometry (same formula, charge and spin)	0.2	kcal/mol
LUMO	3.72	eV
HOMO energy	-3.04	eV

---

5.
C4H7NO as an isolated structure, computed with ωB97M-V with the def2-TZVPD basis set.

XYZ file:
```
13
Properties=species:S:1:pos:R:3:forces:R:3:nbo_charge:R:1
C -1.467 0.306 -0.241 0.0 0.1 -0.1 -0.180
N -0.454 -0.026 -1.078 -0.1 0.0 0.0 -0.524
C 0.345 -1.096 -0.453 0.1 -0.1 0.0 -0.244
C 1.192 -0.194 0.446 0.0 0.0 0.0 -0.489
C 0.427 1.115 0.213 0.0 0.4 0.0 0.609
O 0.676 2.267 0.068 -0.3 -0.9 0.0 -0.522
H -0.787 0.845 0.861 0.1 0.0 0.0 0.084
H -2.053 1.182 -0.528 0.2 -0.1 0.1 0.220
H -2.047 -0.473 0.289 0.3 0.2 0.0 0.189
H 0.938 -1.629 -1.201 -0.1 0.1 0.2 0.210
H -0.255 -1.835 0.102 0.1 0.2 -0.1 0.176
H 1.303 -0.430 1.510 0.0 0.1 -0.2 0.227
H 2.183 -0.034 0.011 -0.2 0.0 0.1 0.245
```
Forces are in eV/Å.

Results
spin multiplicity	1
Kohn-Sham gap	0.338	Ha
energy relative to the best compared isomer or geometry (same formula, charge and spin)	104.1	kcal/mol
LUMO	0.64	eV
HOMO energy	-8.56	eV

---

6.
C17H34N as an isolated structure at a distorted geometry, computed with ωB97M-V with the def2-TZVPD basis set.

XYZ file:
```
52
Properties=species:S:1:pos:R:3:forces:R:3:nbo_charge:R:1
C 2.509 -1.023 -2.039 -2.5 -3.4 0.9 -0.088
C 1.704 -1.835 -1.760 -2.3 -3.1 1.1 -0.086
C 0.819 -3.026 -1.427 8.7 -0.2 -9.2 -0.243
H 1.351 -3.733 -0.862 0.3 -1.0 0.9 0.273
H 0.656 -3.568 -2.695 1.1 1.3 3.6 0.245
N -0.421 -2.837 -1.130 -7.5 -2.4 8.6 -0.321
C -1.142 -4.063 -1.319 -7.1 0.0 2.9 -0.388
H -2.450 -3.858 -0.814 4.0 -0.3 -1.4 0.217
H -0.989 -4.920 -0.727 1.5 -0.8 0.4 0.262
H -1.446 -4.203 -2.296 0.2 -0.5 -2.2 0.239
C -1.119 -1.848 -1.665 -1.7 8.8 -9.6 -0.503
H -1.266 -2.112 -2.856 1.0 0.8 2.3 0.229
H -2.149 -1.394 -1.635 0.6 -1.8 2.1 0.316
H -0.461 -0.837 -1.644 -1.3 -2.4 -0.3 0.281
C -0.585 -2.478 0.365 11.8 -2.2 1.2 -0.194
C 0.574 -1.402 0.814 -6.4 2.7 1.2 -0.430
H 1.579 -1.497 0.531 1.3 -1.2 0.4 0.242
H 0.302 -0.451 0.244 0.3 -0.9 0.8 0.204
C 0.197 -0.997 2.462 12.1 -3.8 -5.0 -0.346
C -0.955 -0.507 2.812 -9.7 5.6 -3.0 -0.475
C -1.410 0.912 2.139 5.3 -0.4 0.1 -0.376
C -0.393 1.882 2.956 -6.5 3.6 -2.4 -0.411
C -0.652 3.354 2.311 3.4 0.2 1.0 -0.414
C 0.722 3.767 1.487 -4.6 4.0 3.1 -0.375
C 0.715 2.897 0.366 9.2 2.9 -1.7 -0.405
C -0.015 2.982 -0.833 -0.5 0.5 -5.3 -0.412
C 0.566 2.143 -2.199 -10.2 -7.7 12.5 -0.260
C -0.582 1.886 -3.007 10.4 5.9 -9.1 -0.567
H -1.315 1.410 -2.817 -9.3 -6.1 3.5 0.171
H -0.048 1.323 -3.958 -1.7 1.0 1.7 0.186
H -0.822 2.858 -3.487 -0.6 -0.5 0.2 0.215
H 1.310 2.509 -2.511 10.3 5.2 -4.8 0.160
H 0.809 1.080 -1.609 0.2 2.3 -1.6 0.125
H -0.158 3.963 -1.367 -0.2 -0.4 1.5 0.219
H -0.938 2.515 -0.619 -1.7 -0.3 -0.4 0.182
H 1.936 3.255 0.104 -2.5 -1.3 -0.6 0.167
H 0.982 1.969 0.627 0.3 -4.1 1.0 0.191
H 1.651 3.905 2.212 -2.0 -0.7 -1.8 0.231
H 0.387 4.824 1.062 1.3 -1.7 1.0 0.206
H -1.479 3.228 1.622 -0.1 0.7 -0.1 0.190
H -0.704 4.259 2.960 -0.9 -1.2 0.2 0.219
H -0.646 1.928 3.983 -0.3 -0.3 1.1 0.212
H 0.578 1.698 2.839 3.7 -1.3 -0.6 0.186
H -1.050 0.970 0.977 -1.4 -0.2 2.7 0.182
H -2.470 1.055 2.300 0.0 0.5 -0.1 0.220
H -1.869 -0.952 2.471 -0.3 -2.0 0.5 0.207
H -1.004 -0.273 3.791 -0.4 0.2 3.5 0.236
H 1.157 -0.195 2.567 -2.5 -2.5 0.6 0.222
H 0.319 -1.986 2.962 1.0 0.8 0.1 0.216
H -1.458 -2.401 0.723 -7.0 1.7 1.5 0.211
H -0.221 -3.380 0.993 -0.4 0.7 -1.4 0.221
H 3.006 -0.246 -2.258 3.8 5.1 -1.5 0.214
```
Forces are in eV/Å.

Results
spin multiplicity	1
Kohn-Sham gap	0.306	Ha
charge	+1
energy relative to the best compared isomer or geometry (same formula, charge and spin)	394.3	kcal/mol
LUMO	-2.86	eV
HOMO energy	-11.19	eV

---

7.
An isolated ion of composition C4H9N2OS and charge +1 at a distorted geometry, computed with ωB97M-V with the def2-TZVPD basis set.

XYZ file:
```
17
Properties=species:S:1:pos:R:3:forces:R:3:nbo_charge:R:1
C 2.734 0.842 0.272 -0.1 0.7 0.7 -0.303
O 1.775 -0.272 0.470 1.7 0.8 0.4 -0.507
C 1.092 -0.635 -0.568 -2.0 0.0 -1.6 0.186
N -0.308 0.314 -0.666 2.2 0.1 -1.2 -0.591
C -1.308 -0.209 -0.031 -0.6 -0.5 -1.2 0.521
C -2.591 0.431 0.252 -1.5 -3.1 2.2 -0.674
N -1.175 -1.497 0.256 -0.2 0.6 0.3 -0.690
S 0.212 -2.274 -0.216 2.3 0.3 -1.3 0.483
H 3.356 0.617 1.168 -0.4 1.3 -0.5 0.241
H 2.060 1.777 0.253 1.6 -1.2 0.5 0.203
H 3.475 0.904 -0.611 -1.7 -1.0 0.8 0.220
H 1.739 -0.552 -1.497 -1.6 -0.4 0.5 0.231
H -0.437 1.186 -1.227 0.4 -1.1 0.9 0.446
H -3.414 0.303 -0.441 0.4 0.1 -0.9 0.285
H -2.556 1.419 0.615 0.2 1.0 0.5 0.263
H -2.945 -0.352 1.044 0.0 2.2 -0.6 0.239
H -1.709 -2.002 0.926 -0.7 0.1 0.5 0.446
```
Forces are in eV/Å.

Results
spin multiplicity	1
Kohn-Sham gap	0.367	Ha
charge	+1
energy relative to the best compared isomer or geometry (same formula, charge and spin)	66.4	kcal/mol
LUMO	-3.31	eV
HOMO energy	-13.29	eV

---

The records above give, respectively, molecular weight values of 179.3; 96.1; 118.1; 95.2; 85.1; 252.5; 133.2 Da.